Density functional theory data (wB97M-V/def2-TZVPD) for a 2-piece molecular cluster, O2 overall.

Output
maximum force = 7.79 eV/A
Kohn-Sham gap = 7.214 eV
DFT total energy = -150.0402 Eh
LUMO energy = -5.96 eV
energy above the lowest of the compared OMol25 structures with the same formula, charge and spin = 6.978 eV

The geometry in ORCA input format:
```
! wB97M-V def2-TZVPD RIJCOSX def2/J DEFGRID3
* xyz 0 1
O 0.00000 0.00000 1.00711
O 0.00000 0.00000 -1.00711
*
```


Density functional theory data (wB97M-V/def2-TZVPD) for a 7-piece molecular cluster, C22H58Cl2N3O6 overall.

Output
maximum force = 5.48 eV/A
Kohn-Sham gap = 5.774 eV
DFT total energy = -2408.7368 Eh
LUMO energy = -5.87 eV

The geometry in ORCA input format:
```
! wB97M-V def2-TZVPD RIJCOSX def2/J DEFGRID3
* xyz 1 1
H -1.20084 1.15851 -0.90980
H -2.42505 -6.91031 0.91757
O 0.38980 -5.34423 1.87595
Cl -2.18227 -1.69706 2.27369
H -2.71097 -1.20432 4.63398
H -2.11883 2.58167 -0.43645
C 1.64700 5.83980 -5.54352
H 0.54218 2.57328 0.91069
H 0.42615 5.62927 1.17288
H 0.25276 -9.97979 -3.09348
H 2.80129 3.57665 1.36632
H 2.61092 3.80299 -3.91418
H -2.85501 -0.16851 0.25516
C 0.65216 -7.36050 -2.24951
H 1.49916 -7.99524 -1.96585
O 0.16794 3.74963 -0.71452
H -0.15501 -9.32226 -0.80089
H -5.36556 0.46383 5.76528
H -4.17470 1.65104 -1.48856
H 0.87060 -6.89839 -3.21718
C 6.12511 5.10733 -0.16992
C -0.63636 -8.16565 -2.30454
C -3.25149 -0.12331 -2.28245
H -1.47470 -7.50271 -2.54461
N -5.62603 -0.36281 5.17004
H -2.40479 1.29187 2.46402
H 6.05458 3.90376 -1.97284
C -2.04784 1.79324 -1.19346
C -0.55311 -6.41275 1.89626
H -5.05519 -1.16031 5.57554
H 5.63482 6.00296 0.22682
H 8.14756 4.40242 -0.51193
H 0.23532 5.74664 -3.92200
C 2.29400 3.71700 0.40684
C 7.63271 5.30396 -0.16137
H -0.85440 4.50945 1.61821
Cl -2.22909 2.06608 4.85298
H 2.67770 2.97741 -0.30414
H 2.56076 4.70341 0.01113
H 0.95872 3.39382 -4.43069
H -2.19956 -5.17236 1.22197
H -0.23267 -6.81990 3.99693
O -3.59435 0.42169 0.03364
H -0.06519 -4.53701 2.16823
C -1.06324 -6.60748 3.31522
H 3.00160 6.13044 -3.38039
C 0.78726 3.58098 0.55796
H -1.77933 -7.43340 3.36746
H -0.36923 -8.87252 -4.33889
H 5.84301 5.64756 -2.25274
H 1.30154 3.83152 -2.74079
H 0.67791 4.49766 2.52197
O 5.78582 4.02045 0.68727
H -3.06923 0.28123 -3.28284
H -0.03077 -7.31704 1.56554
H 1.46595 6.89932 -5.75407
C -0.54498 -0.58680 4.28280
H 7.92497 6.14361 -0.79951
C -1.69013 -6.09964 0.93678
C -2.12600 -0.61304 3.80446
H -1.48119 -9.85590 -3.35838
H 0.58117 -6.57208 -1.49250
H -1.55044 -5.69821 3.68482
N -4.28455 0.91349 3.49611
O 2.06327 6.33094 -3.22746
H 4.52671 4.67078 -1.56125
C 1.29031 5.51317 -4.10211
H 0.38017 4.64178 -1.03559
C 0.23255 4.61116 1.52878
H -1.82940 2.25535 -2.16113
C 5.61146 4.82238 -1.57223
N -5.64221 -1.12701 2.69705
O -0.89435 -8.73205 -1.02241
C 1.55106 4.04932 -3.78486
C -0.55149 -9.27706 -3.33850
H -5.31005 -2.10166 2.96093
C -2.76540 0.86947 3.51997
H 7.98992 5.49593 0.85611
H 1.05756 5.23807 -6.24218
H -4.18119 -0.70215 -2.30233
C -3.33636 0.98809 -1.24849
C -5.12863 -0.14646 3.72953
H -5.25579 -0.92219 1.74832
H 6.21686 3.22074 0.34271
H -0.37171 -0.03259 5.31514
H 2.71029 5.65699 -5.73525
H 0.19857 -0.21882 3.43657
H -1.30678 -5.94977 -0.07829
H -2.44724 -0.82604 -2.03743
H -0.24273 -1.72143 4.48623
H -4.71381 1.87260 3.32568
*
```


Which of these has the highest LUMO energy? C22H58Cl2N3O6


The highest DFT total energy belongs to which entry? O2


What is the formula in the first record? O2


Please write out number 1 again, unchanged.
Density functional theory data (wB97M-V/def2-TZVPD) for a 2-piece molecular cluster, O2 overall.

Output
maximum force = 7.79 eV/A
Kohn-Sham gap = 7.214 eV
DFT total energy = -150.0402 Eh
LUMO energy = -5.96 eV
energy above the lowest of the compared OMol25 structures with the same formula, charge and spin = 6.978 eV

The geometry in ORCA input format:
```
! wB97M-V def2-TZVPD RIJCOSX def2/J DEFGRID3
* xyz 0 1
O 0.00000 0.00000 1.00711
O 0.00000 0.00000 -1.00711
*
```